No. 1
# C12H29AlNO6

A structure of composition C12H29AlNO6 (ωB97M-V with the def2-TZVPD basis set, the OMol25 dataset).

```
! wB97M-V def2-TZVPD RIJCOSX def2/J DEFGRID3
* xyz -1 1
H 4.33758 -3.26313 1.15356
C -1.02113 0.29931 2.54924
C -3.51846 0.55127 -3.74757
H 6.14414 -2.09912 -1.56515
C -2.47815 -0.04420 2.76264
H -0.35110 0.55482 -3.51165
C -1.31434 1.27381 -1.72219
H -2.75514 0.04984 3.81171
H -1.15954 0.34160 -1.17967
O -0.70692 1.22832 5.05421
C -0.63309 1.99026 4.12388
C 2.62648 -2.01660 -1.65020
H 0.64080 3.20605 6.02253
C 2.06624 -0.72438 -1.06094
H 1.78811 -0.05243 -1.88286
H -5.77238 0.68625 -5.02393
H -6.22093 -0.97734 -4.54044
H -2.24991 1.74622 -1.42224
C 3.12465 -3.03881 -0.60996
H -1.07772 3.61687 6.16933
N 0.87670 -0.95882 -0.20742
H -1.43632 1.93847 -3.78439
H 1.10183 -0.70437 0.74455
H -3.11279 0.60678 2.16029
C 4.00781 -2.44611 0.49608
H 0.06179 4.80768 5.47652
H 5.39512 0.12318 -0.25934
O -0.40283 3.30260 4.22826
H 2.26121 -3.60445 -0.22028
H 3.45643 -1.75192 -2.31348
H -2.65182 -1.07443 2.44852
O -4.34308 -0.46212 -4.04370
C -5.70069 -0.07107 -4.24500
C -1.28397 1.02557 -3.20988
C -0.18151 3.75330 5.56526
H 2.84046 -0.22017 -0.48153
H 6.88519 -1.72285 1.00478
O -3.86101 1.70233 -3.64493
O -2.29756 0.06679 -3.60617
H 3.41258 -1.77769 1.13907
H -0.74120 0.18911 1.50405
H 0.70670 -1.95752 -0.16725
H 3.72891 -3.77399 -1.15555
O -0.75726 1.68963 2.84041
H -0.48934 1.93578 -1.45352
H -6.12484 0.32858 -3.32464
H -0.36762 -0.31654 3.16636
Al 5.69979 -1.48689 -0.10633
H 1.84815 -2.46952 -2.28101
*
```

Values from the calculation:
HOMO (eV): -4.75
E_tot (hartree): -1223.2904
LUMO (eV): 2.3
Kohn-Sham gap (eV): 7.0952

No. 2
# C12H29BFNO10S4

A cluster of 4 separate species, C12H29BFNO10S4 in total (ωB97M-V with the def2-TZVPD basis set, the OMol25 dataset).

```
! wB97M-V def2-TZVPD RIJCOSX def2/J DEFGRID3
* xyz 0 1
O 6.82782 2.95364 -5.85928
H 4.55976 4.39375 -3.59855
O 7.14216 3.48187 -3.47181
H -1.62148 -0.45141 -1.64985
S 1.07342 1.52637 -2.56048
H -5.46875 1.83482 3.41561
H -6.22279 -6.40889 3.88254
H -0.85029 -0.49943 2.18423
H 8.90371 1.73163 -4.77731
H -3.71371 2.89666 1.95055
C -5.66457 -5.90200 4.66409
O -3.14859 1.00214 2.34918
H -2.91185 1.56012 -1.13417
H -6.14769 2.53186 1.93135
H -1.71903 -0.76052 3.73194
B -3.05969 -5.72166 5.03884
C -2.09402 1.63305 -1.84618
H -4.35762 -4.35973 3.94798
H 2.50241 -0.18208 -3.29986
H -4.13804 -5.89534 3.16835
O -2.89756 -6.77039 5.86367
H -2.49542 1.57393 -2.85766
H 9.97179 1.61065 -3.37582
S 6.14777 2.98606 -4.60339
H 3.00594 1.43913 -3.84375
O -4.27366 -1.17628 2.58204
H 7.55014 1.60853 -2.66880
S -2.29238 -2.33651 6.24597
C 9.23745 2.24228 -3.87575
C 5.05532 4.36268 -4.56492
H -5.93109 0.78521 2.08239
H 1.63550 0.62391 -4.64701
C 2.16225 0.76513 -3.70740
O -0.08489 0.44465 -2.61902
C -5.49764 1.75268 2.32960
H -4.10862 1.76260 0.66806
H -5.59034 -6.60005 5.49901
H 9.71719 3.17209 -4.17988
C -1.67618 -1.00765 2.67484
H 4.33071 4.21189 -5.36198
C 8.08273 2.52200 -2.93608
H -0.65053 0.57951 -0.61524
C -4.10698 1.90309 1.74809
C -4.31549 -5.42906 4.13727
O 5.47140 1.81366 -4.13309
H 5.62996 5.26691 -4.74349
O 1.64745 1.51125 -1.24861
C -1.11369 0.50636 -1.59905
H -3.69606 -7.29307 5.96328
H 8.44167 2.97534 -2.01502
O 0.60227 2.76125 -3.11017
H -1.62072 2.60787 -1.73587
S -3.18606 -0.52525 1.92128
C -2.06001 -3.71285 5.53975
N -1.91193 -4.77229 4.98685
F -6.41495 -4.82798 5.09348
H -1.59057 -2.08451 2.54437
O -3.06594 -0.61758 0.49487
*
```

Values from the calculation:
HOMO (eV): -9.62
E_tot (hartree): -2999.3005
LUMO (eV): 0.3
Kohn-Sham gap (eV): 9.9522

No. 3
# C12H2F6IrN3O12S6

A structure of composition C12H2F6IrN3O12S6 (ωB97M-V with the def2-TZVPD basis set, the OMol25 dataset).

```
! wB97M-V def2-TZVPD RIJCOSX def2/J DEFGRID3
* xyz -2 1
F 1.28200 4.79900 2.36090
C 0.16050 -0.32630 4.29290
O 3.01600 -2.92400 1.49880
C 2.29310 -1.93560 1.48840
C 0.39440 -2.98460 -4.99910
N 2.97740 -1.55800 6.32840
C -0.23210 -2.02670 -2.58600
F -0.80280 5.34090 2.37800
F 0.20990 3.72790 -1.76560
S -0.70330 -3.34070 -3.66540
O 0.44910 -3.62220 -6.01540
Ir 0.19270 0.00870 -0.04430
S -1.04600 -1.92370 -1.09630
C 0.98040 -0.56490 5.37410
O 1.99880 -1.28660 0.43480
O -1.63200 1.26260 -0.87410
O 2.61130 -1.18940 7.44450
O -0.58580 2.39020 2.70930
N -1.08660 0.31760 4.55010
O 0.57190 2.31240 0.54130
C -1.08560 3.57170 -2.02240
C 2.17540 -1.25800 5.21480
F 0.28430 5.33900 0.53190
O -0.30010 -0.61970 2.00180
H 3.47920 -2.23160 3.80990
C 1.77520 -1.43150 2.83490
F -1.60170 4.79950 -2.18000
S -2.09190 2.61690 -0.73050
S -0.43440 2.89500 1.39160
C 0.49960 -0.76790 2.96100
O -3.42370 2.89660 -1.15480
S 1.39710 -1.56920 -4.64580
C 0.13150 4.68090 1.68750
N -1.75680 3.29410 0.63660
C 2.55770 -1.67740 3.92770
H 0.66410 -0.24280 6.35600
O 4.02150 -2.18180 6.15420
S 1.36280 0.20070 -2.27840
F -1.20150 2.94810 -3.19870
C 0.75600 -1.18930 -3.05130
O -2.03900 0.08150 3.83940
O -1.14640 1.03180 5.53920
*
```

Values from the calculation:
HOMO (alpha / beta) (eV): -2.24 / -2.24
E_tot (hartree): -4618.2575
LUMO (alpha / beta) (eV): 3.7 / 3.7
Kohn-Sham gap (alpha / beta) (eV): 5.9247 / 5.9290

No. 4
# C12H30AsF6MnN2O4

A structure of composition C12H30AsF6MnN2O4 (ωB97M-V with the def2-TZVPD basis set, the OMol25 dataset).

```
! wB97M-V def2-TZVPD RIJCOSX def2/J DEFGRID3
* xyz 1 6
F 2.54996 2.87194 0.16048
As 2.73362 1.88141 1.56503
H 0.09764 3.86125 0.44126
C 2.77035 -2.04805 -0.02504
H 0.21590 -0.30969 -2.99159
H 3.61219 -0.17905 -1.55518
Mn -0.08287 -0.10001 -0.13890
C -3.03940 -1.27043 -0.18312
F 4.11199 2.67917 2.07893
H -2.53339 1.39446 1.65771
H -3.48090 -0.06694 2.03619
H 2.75307 -2.90464 -0.70761
N 0.32704 0.39622 -2.26737
H -3.22403 -1.97066 0.64100
H -2.64162 -2.81663 -1.63848
O -2.34029 -0.12887 0.30184
H -1.51596 1.10538 -2.92105
H -1.50584 3.25724 -1.98085
H -4.00661 1.02618 0.73930
H 1.95244 1.57764 -1.61207
H -1.49134 -0.51447 3.33126
H -2.21911 -1.20906 -2.13145
H 0.25776 3.29656 -1.79329
H -0.38788 -2.55572 -1.66292
O -0.21952 -1.10911 1.79673
H 0.08128 0.31423 3.23210
C -0.51797 1.51665 -2.72843
O 2.00707 -0.97230 -0.54364
C 2.57483 -0.46997 -1.74597
C -0.80142 3.25004 0.51107
H -1.35363 -2.75486 2.29672
C -2.21206 -1.88207 -1.26663
H 2.13906 0.93201 -3.27647
H -4.00731 -0.96891 -0.59442
H -1.44894 -3.79159 0.26335
F 2.71472 0.77244 2.86946
O -0.73315 2.15526 -0.41198
H -0.89969 2.84369 1.50996
C -0.47317 -2.50001 1.69356
H 0.26795 -3.60241 0.04945
F 1.68811 2.91216 2.44167
H 3.80095 -1.72832 0.14602
H 0.35139 -3.04995 2.16044
H 2.61078 -1.27289 -2.50136
C -0.42537 -0.64374 3.13386
C 1.78495 0.72041 -2.26573
H -0.20228 1.92059 -3.69652
H -1.67051 3.87570 0.28028
C -0.64798 -3.04925 0.26180
C -0.62881 2.65221 -1.73229
C -3.13480 0.59576 1.23866
H 2.34816 -2.31549 0.94146
H 0.02349 -1.33160 3.84942
F 1.23094 1.03628 0.97161
F 3.62586 0.74980 0.63390
N -0.78567 -2.07803 -0.86218
*
```

Values from the calculation:
HOMO (alpha / beta) (eV): -12.40 / -13.55
E_tot (hartree): -4871.5943
LUMO (alpha / beta) (eV): -2.8 / -2.8
Kohn-Sham gap (alpha / beta) (eV): 9.6284 / 10.7657

No. 5
# C12H30BN3O5

A cluster of 3 separate species, C12H30BN3O5 in total (ωB97M-V with the def2-TZVPD basis set, the OMol25 dataset).

```
! wB97M-V def2-TZVPD RIJCOSX def2/J DEFGRID3
* xyz -2 1
H 7.52151 -0.95083 1.19030
H -5.04378 -1.33870 -0.03877
H 5.77531 2.08557 -0.28592
H 5.17588 0.46207 0.04452
H -0.18298 0.77095 -2.42123
C 5.35795 0.56328 2.54179
H -5.35772 -0.22583 -2.83599
C 6.45522 -0.40230 3.01051
H -8.52192 -1.00494 -1.19503
H -1.47724 -2.19650 -0.07535
C -0.04026 1.00594 -0.21402
C -5.93143 -0.78931 -0.35970
C -0.74231 0.53151 -1.52811
H -6.95581 1.69266 -1.46984
O 3.31711 0.33452 -1.70751
C 2.53833 0.24495 -0.70697
H 1.86540 1.93532 0.73170
H 6.93950 0.81960 0.12375
C 5.93139 1.20207 0.32941
O 2.57536 -0.76352 0.07815
H -8.25219 -1.69159 -2.79943
H 7.44810 -2.22181 2.40128
O -0.53557 -1.75183 -2.25118
N -5.52954 -1.22529 -2.77334
H 7.90796 0.97048 2.77272
C -7.84518 -1.00769 -2.05354
H 1.65457 2.42400 -1.18133
B 1.51347 1.50162 -0.38067
H 6.01356 -1.83341 1.44183
C -6.44001 -1.44731 -1.64917
H 4.95420 1.06762 3.42759
N 7.64403 0.31352 3.50249
H -6.09271 2.45242 -0.13183
H -4.61664 -1.61298 -2.54493
C -1.02366 -0.94025 -1.48783
H -0.66210 1.80844 0.19671
C 6.88159 -1.40558 1.94508
H -0.05568 0.20895 0.53003
H -7.84981 -0.01175 -2.49595
H 7.36397 0.90803 4.27733
H -7.33543 1.23400 0.21817
C -6.53537 1.51697 -0.47494
H -1.88911 -0.69168 0.28609
O -5.51078 0.55059 -0.51159
N -1.90715 -1.36613 -0.46936
H -1.71898 1.01833 -1.61718
O 5.80575 1.59615 1.69511
H -6.67032 -0.86598 0.45228
H -6.47913 -2.52425 -1.45820
H 4.52377 0.02356 2.07496
H 6.03889 -0.97366 3.84712
*
```

Values from the calculation:
HOMO (eV): 0.80
E_tot (hartree): -1040.4783
LUMO (eV): 3.9
Kohn-Sham gap (eV): 3.1473